[1]
{
  "formula": "C45H71AsBFeN2O2PS",
  "method": "the ωB97M-V functional and the def2-TZVPD basis",
  "elements": ["As", "Fe", "S", "P", "O", "O", "N", "N", "C", "C", "C", "C", "C", "C", "C", "C", "C", "C", "C", "C", "C", "C", "C", "C", "C", "C", "C", "C", "C", "C", "C", "C", "C", "C", "C", "C", "C", "C", "C", "C", "C", "C", "C", "C", "C", "C", "C", "C", "C", "C", "C", "C", "C", "B", "H", "H", "H", "H", "H", "H", "H", "H", "H", "H", "H", "H", "H", "H", "H", "H", "H", "H", "H", "H", "H", "H", "H", "H", "H", "H", "H", "H", "H", "H", "H", "H", "H", "H", "H", "H", "H", "H", "H", "H", "H", "H", "H", "H", "H", "H", "H", "H", "H", "H", "H", "H", "H", "H", "H", "H", "H", "H", "H", "H", "H", "H", "H", "H", "H", "H", "H", "H", "H", "H", "H"],
  "positions_angstrom": [[-2.041, -2.672, 0.079], [-1.155, 0.074, 0.364], [-2.826, 1.427, -0.163], [-0.852, -0.035, 2.872], [-4.536, 7.027, -3.444], [-6.338, 5.861, -3.978], [1.790, -0.480, -1.679], [2.514, 1.064, -0.176], [0.984, 1.744, 4.301], [2.263, 3.148, 1.140], [3.263, 1.163, -1.345], [0.985, 4.567, -0.528], [-4.384, 2.509, -2.098], [-3.922, 5.139, -1.382], [-1.008, -2.276, 4.723], [3.247, -4.202, -0.873], [-2.125, 0.582, 4.069], [6.172, 0.132, 1.888], [0.163, 0.929, -4.421], [4.744, 0.229, 1.354], [4.104, 1.591, 1.573], [4.392, -3.032, -2.774], [-3.562, 2.789, -1.007], [-1.170, -4.281, 0.826], [3.243, -2.953, -1.758], [2.836, 0.249, -2.233], [-2.781, 1.913, 3.699], [0.917, 3.485, 0.549], [-3.164, -4.881, -1.567], [-2.650, -3.447, -1.631], [4.026, 3.732, 2.680], [0.043, -4.673, -0.014], [-0.520, 0.074, -3.347], [3.893, -0.865, 2.020], [2.922, 1.936, 0.892], [-4.691, 4.861, -2.507], [4.635, 2.506, 2.471], [-0.027, 3.886, 1.683], [-4.291, -1.423, 1.483], [0.766, 0.354, 3.706], [1.937, -2.758, -2.507], [-0.274, -2.311, -4.151], [-2.027, 0.035, -3.602], [-5.164, 6.014, -3.339], [-3.380, 4.119, -0.623], [-0.856, -1.854, 3.264], [-3.758, -2.793, 1.066], [1.466, -3.757, -3.352], [1.243, -1.541, -2.468], [0.373, -3.536, -4.168], [0.129, -1.297, -3.289], [-4.943, 3.535, -2.840], [2.848, 4.043, 2.033], [1.508, 0.066, -0.387], [4.047, 1.894, -1.447], [3.814, -0.668, 3.092], [0.109, 2.097, 4.849], [3.421, -2.092, -1.113], [0.236, 4.855, 2.110], [-0.237, -4.899, -1.044], [-1.653, 0.649, 5.050], [1.818, 1.700, 5.001], [2.377, 5.000, 2.223], [4.770, 0.023, 0.281], [5.355, -3.062, -2.265], [6.604, -0.827, 1.603], [4.299, -3.934, -3.381], [-2.009, -2.060, 5.092], [1.986, -4.706, -3.403], [4.472, 4.440, 3.367], [6.184, 0.193, 2.977], [-0.287, -1.798, 5.385], [-0.852, -3.352, 4.801], [-4.489, -3.290, 0.428], [-3.753, 6.171, -1.107], [-0.267, 1.931, -4.440], [2.890, -0.915, 1.595], [-2.266, -0.473, -4.536], [-1.662, -2.310, 2.688], [1.547, 0.145, 2.971], [0.540, -5.552, 0.397], [-5.235, -1.516, 2.021], [-5.543, 3.288, -3.708], [0.506, 2.583, 0.085], [3.106, -5.107, -1.466], [0.858, -0.383, 4.503], [-3.583, 2.135, 4.403], [2.461, -4.157, -0.120], [0.022, 0.480, -5.407], [-3.578, -0.913, 2.136], [4.387, -2.172, -3.445], [-2.546, -0.465, -2.785], [-3.207, 1.870, 2.696], [-0.007, 3.139, 2.473], [-2.897, -0.187, 4.120], [1.370, 5.499, -0.111], [-3.443, -2.791, -1.994], [-1.041, 3.935, 1.315], [-2.401, 1.056, -3.668], [-3.608, -3.421, 1.946], [0.091, -2.220, 2.852], [-0.009, 4.759, -0.937], [6.808, 0.920, 1.483], [4.207, -4.281, -0.361], [-1.828, -3.372, -2.336], [-0.371, 0.566, -2.378], [-2.355, -5.598, -1.429], [-4.588, 1.479, -2.356], [1.632, 4.266, -1.353], [5.551, 2.283, 2.999], [0.755, -3.847, -0.052], [1.245, 2.476, 3.544], [1.233, 1.018, -4.234], [-3.670, -5.130, -2.499], [-1.099, -2.145, -4.831], [3.208, 0.047, -3.223], [0.033, -4.314, -4.840], [-0.861, -4.085, 1.852], [-4.454, -0.785, 0.615], [-6.779, 5.039, -3.744], [-3.882, -5.025, -0.758], [-1.910, -5.081, 0.856], [-2.828, 4.376, 0.265], [-2.073, 2.740, 3.732], [4.364, -1.840, 1.886]],
  "nbo_charge": [0.78, 1.21, -0.45, 0.73, -0.54, -0.66, -0.76, -0.73, -0.61, 0.08, -0.07, -0.60, -0.22, -0.16, -0.62, -0.60, -0.70, -0.60, -0.60, -0.25, 0.00, -0.59, -0.15, -0.69, -0.24, -0.08, -0.62, -0.26, -0.62, -0.70, -0.19, -0.61, -0.26, -0.59, 0.09, -0.18, -0.22, -0.59, -0.60, -0.70, -0.01, -0.26, -0.60, 0.77, -0.16, -0.70, -0.70, -0.23, 0.17, -0.18, 0.07, -0.18, -0.24, 0.68, 0.24, 0.21, 0.20, 0.21, 0.21, 0.21, 0.24, 0.23, 0.22, 0.22, 0.22, 0.22, 0.21, 0.22, 0.22, 0.22, 0.20, 0.21, 0.23, 0.23, 0.24, 0.22, 0.20, 0.21, 0.23, 0.25, 0.23, 0.22, 0.22, 0.20, 0.21, 0.23, 0.23, 0.20, 0.21, 0.18, 0.21, 0.20, 0.23, 0.20, 0.24, 0.21, 0.23, 0.21, 0.22, 0.22, 0.23, 0.22, 0.22, 0.22, 0.25, 0.20, 0.21, 0.22, 0.22, 0.22, 0.20, 0.22, 0.21, 0.23, 0.22, 0.23, 0.22, 0.22, 0.23, 0.49, 0.21, 0.23, 0.21, 0.21, 0.22],
  "gap_ev": [8.692, 5.920],
  "total_charge": 1,
  "e_tot_ha": -6280.99105,
  "homo_ha": [-0.38974, -0.38959],
  "multiplicity": 6
}

***

[2]
{
  "formula": "C45H77Cl28F5N2O3",
  "method": "the ωB97M-V functional and the def2-TZVPD basis",
  "elements": ["Cl", "Cl", "Cl", "Cl", "Cl", "Cl", "Cl", "Cl", "Cl", "Cl", "Cl", "Cl", "Cl", "Cl", "Cl", "Cl", "Cl", "Cl", "Cl", "Cl", "Cl", "Cl", "Cl", "Cl", "Cl", "Cl", "Cl", "Cl", "F", "F", "F", "F", "F", "O", "O", "O", "N", "N", "C", "C", "C", "C", "C", "C", "C", "C", "C", "C", "C", "C", "C", "C", "C", "C", "C", "C", "C", "C", "C", "C", "C", "C", "C", "C", "C", "C", "C", "C", "C", "C", "C", "C", "C", "C", "C", "C", "C", "C", "C", "C", "C", "C", "C", "H", "H", "H", "H", "H", "H", "H", "H", "H", "H", "H", "H", "H", "H", "H", "H", "H", "H", "H", "H", "H", "H", "H", "H", "H", "H", "H", "H", "H", "H", "H", "H", "H", "H", "H", "H", "H", "H", "H", "H", "H", "H", "H", "H", "H", "H", "H", "H", "H", "H", "H", "H", "H", "H", "H", "H", "H", "H", "H", "H", "H", "H", "H", "H", "H", "H", "H", "H", "H", "H", "H", "H", "H", "H", "H", "H", "H"],
  "positions_angstrom": [[5.605, 1.828, 0.266], [9.147, 2.219, -1.718], [-1.858, -7.605, 0.042], [8.751, -0.831, -3.188], [-4.777, 1.652, 4.787], [-4.127, -0.859, 2.800], [5.307, -1.802, -3.925], [5.566, 4.546, -4.039], [-5.235, -3.987, 3.550], [-2.079, 7.624, -3.099], [0.024, 5.637, -4.847], [3.354, -5.187, -4.222], [-2.880, -4.646, -5.097], [-2.859, 1.817, 9.318], [4.029, 1.521, -3.975], [0.051, 1.872, 11.085], [-6.053, 6.042, -2.241], [5.122, -6.259, -6.903], [-5.471, 4.941, 8.073], [-1.733, -13.968, -0.873], [-0.375, -11.048, -1.976], [2.049, -2.122, -4.942], [-4.348, 8.026, 7.225], [6.204, 4.545, 2.232], [-3.277, 4.590, 4.522], [-0.751, -3.491, -7.443], [-0.204, -6.025, -2.462], [-6.291, 8.514, 0.098], [-1.150, -0.533, 4.659], [-0.253, 2.783, 5.149], [0.776, 1.279, 4.006], [-2.100, 0.941, 5.906], [-0.063, 0.342, 6.273], [-2.076, 0.087, -2.548], [-1.189, 2.128, -2.254], [-1.564, -2.103, -2.291], [2.107, 2.847, -0.691], [-0.699, -1.443, 2.075], [-1.765, -5.546, -1.750], [4.145, -7.265, -5.800], [-5.873, 8.703, -1.624], [5.466, 3.545, -0.204], [-2.028, -11.293, -1.358], [2.318, -0.425, 0.569], [0.288, 1.145, 0.070], [3.425, -1.451, -5.872], [-1.347, 1.976, 3.234], [-1.414, -5.141, -7.345], [-0.971, 0.597, 5.327], [2.587, -2.153, 2.416], [3.275, 3.108, -3.667], [9.385, -0.503, -1.554], [-0.619, 2.557, 2.014], [-0.923, 1.793, 0.719], [8.719, 0.686, -0.913], [-0.440, 1.694, 4.390], [-1.586, -1.143, -3.022], [6.495, 4.405, 0.476], [-2.079, -12.328, -0.266], [-3.691, -1.833, 4.227], [-1.828, -5.849, -0.277], [-2.526, 6.239, -4.133], [-1.508, 5.131, -4.083], [-1.145, -1.215, -4.440], [1.044, 0.250, 1.095], [-2.821, -5.137, -6.810], [0.055, -0.642, 1.673], [-0.123, 1.748, 9.314], [2.522, -1.887, 0.911], [-5.042, 4.342, 4.613], [-0.069, 0.313, -1.156], [3.882, 4.193, -4.513], [-3.848, 5.609, 8.387], [-1.124, 0.940, -2.019], [2.927, -6.532, -5.304], [-3.891, 7.087, 8.669], [-6.605, 7.718, -2.497], [-1.304, 2.528, 8.805], [1.590, -2.845, 0.173], [-3.628, -3.304, 3.912], [4.734, -2.136, -5.579], [1.240, 2.172, -0.304], [-5.344, 3.183, 5.518], [-2.646, 6.614, -5.146], [-1.685, -0.556, -5.100], [3.476, -0.391, -5.656], [-2.740, -5.431, 0.145], [-5.412, 4.167, 3.608], [10.459, -0.364, -1.635], [2.040, -3.064, -0.783], [-2.365, -10.334, -0.970], [2.347, -6.125, -6.129], [7.498, 4.012, 0.334], [-1.366, -12.106, 0.523], [1.669, -2.604, 2.759], [-1.655, 1.019, 0.891], [-4.599, 7.320, 9.459], [-1.293, 4.817, -3.067], [4.454, 3.870, 0.023], [-0.079, -1.066, -4.575], [3.500, -2.132, 0.541], [-3.449, 5.076, 9.249], [7.638, 0.594, -0.928], [-3.455, -4.457, -7.373], [-5.487, 5.260, 4.993], [-0.752, -5.732, -6.717], [-7.677, 7.747, -2.324], [3.368, 3.320, -2.609], [-3.238, -3.844, 4.772], [-6.418, 3.089, 5.672], [0.435, 2.658, 2.215], [3.149, 0.118, 0.988], [-3.490, 5.875, -3.781], [1.484, -3.778, 0.697], [-4.871, 3.303, 6.484], [-2.714, -1.491, 4.559], [-1.392, 2.478, 0.041], [-1.877, 4.271, -4.637], [-1.402, -5.556, -8.351], [-6.417, 7.956, -3.543], [0.791, 2.142, 8.875], [3.882, 3.926, -5.567], [-2.553, -6.056, -2.297], [2.292, -7.211, -4.737], [5.496, -1.764, -6.261], [-2.661, -11.570, -2.197], [0.794, 0.187, -1.793], [-2.982, -3.496, 3.059], [4.659, -3.212, -5.693], [-1.299, 2.530, 7.719], [2.217, 3.007, -3.903], [0.632, -2.414, -0.050], [-0.991, 3.557, 1.893], [2.680, -1.230, 2.965], [-1.346, -2.221, -4.754], [2.432, -0.312, -0.496], [-3.225, 5.386, 7.523], [-0.204, 0.695, 9.058], [9.041, 0.773, 0.123], [-1.855, 1.062, 2.965], [-1.870, -4.473, -1.908], [4.783, -7.575, -4.977], [3.389, -2.826, 2.663], [-4.796, 8.595, -1.721], [-0.367, -0.679, -0.870], [-1.276, 3.558, 9.152], [-2.100, 2.651, 3.596], [1.337, 0.924, 1.877], [-3.078, -12.353, 0.166], [3.842, -8.149, -6.358], [9.194, -1.392, -0.955], [-2.903, 7.428, 8.974], [5.606, 3.589, -1.282], [-0.977, -5.429, 0.251], [-3.245, -6.137, -6.873], [-4.417, -1.621, 5.008], [-6.150, 9.717, -1.906], [3.180, -1.578, -6.925], [3.315, 5.114, -4.392], [6.455, 5.412, 0.065]],
  "mulliken_charge": [-0.17, -0.21, -0.20, -0.16, 0.00, -0.18, -0.13, -0.20, -0.22, -0.20, -0.21, -0.10, -0.12, -0.20, -0.03, -0.20, -0.18, -0.20, -0.17, -0.19, -0.18, -0.04, -0.18, -0.22, -0.18, -0.16, -0.10, -0.19, -0.43, -0.30, -0.31, -0.10, -0.30, -0.33, -0.52, -0.48, -0.61, -0.47, -0.16, -0.44, -0.22, 0.01, -0.22, -1.45, 2.43, -0.39, 0.59, -0.41, 0.23, -1.72, -0.10, -0.52, -1.74, -2.51, -0.22, 1.28, 0.82, -0.34, -0.44, 0.23, -0.23, -0.21, -0.17, -0.48, 1.34, -0.56, -1.19, -0.47, 0.44, -0.48, -0.87, -0.42, -0.17, 0.08, -0.48, -0.52, -0.49, 0.10, -1.57, -0.47, -0.31, -1.19, -0.46, 0.32, 0.43, 0.06, 0.36, 0.42, 0.35, 0.48, 0.08, 0.20, 0.21, 0.32, 0.43, 1.04, 0.33, 0.06, 0.34, -0.03, 0.88, 0.26, 0.11, 0.35, 0.35, 0.20, 0.38, 0.02, 0.41, 0.36, 0.89, 0.21, 0.14, 0.38, -0.07, -0.30, 1.16, 0.31, 0.37, 0.27, 0.35, 0.38, 0.40, 0.34, 0.35, 0.32, 0.85, 0.19, 0.07, -0.26, 0.19, 0.07, 0.53, 0.32, 0.00, 0.69, 0.18, 0.28, 0.34, -0.22, -0.16, 0.32, 0.42, 0.14, 0.19, 0.36, -0.67, 1.00, 0.30, 0.34, 0.32, 0.34, -0.19, 0.14, 0.33, 0.54, 0.30, 0.40, 0.23, 0.37],
  "gap_ev": 10.651,
  "e_tot_ha": -15480.89122,
  "homo_ha": -0.38231
}